Entry 1:
80
Properties=species:S:1:pos:R:3 method="wB97M-V/def2-TZVPD" max_force_ev_per_a=1.2 de_lowest_kj_mol=74.2 lumo_energy_ev="4.12 / 4.12" spin_multiplicity=5 charge=-2 mol_weight_g_mol=731.40 orbital_gap_ev="4.6 / 6.2"
Cr -0.285 -0.292 -1.365
C -1.845 2.465 -1.152
P -0.251 1.955 -0.317
C 0.972 3.222 -0.777
C 1.558 4.111 0.132
C 2.606 4.919 -0.257
C 3.090 4.867 -1.559
C 2.530 3.966 -2.463
C 1.500 3.140 -2.075
C -0.574 2.397 1.425
C -1.545 3.312 1.858
C -1.619 3.679 3.186
C -0.735 3.163 4.122
C 0.215 2.230 3.710
C 0.282 1.850 2.387
C -2.731 1.321 -0.775
C -4.015 1.204 -0.288
C -4.199 -0.161 0.051
C -3.011 -0.800 -0.247
C -2.502 -2.188 -0.043
P -0.661 -2.027 0.303
C -0.039 -3.705 0.028
C 1.056 -3.923 -0.807
C 1.508 -5.200 -1.060
C 0.874 -6.297 -0.477
C -0.203 -6.091 0.372
C -0.663 -4.815 0.623
C -0.643 -1.892 2.107
C 0.269 -2.597 2.915
C 0.394 -2.307 4.255
C -0.351 -1.274 4.828
C -1.228 -0.544 4.032
C -1.367 -0.835 2.696
N -2.133 0.100 -0.755
H -2.225 3.440 -0.838
H -1.667 2.507 -2.229
H 1.192 4.155 1.149
H 3.049 5.607 0.454
H 3.908 5.506 -1.862
H 2.916 3.912 -3.470
H 1.084 2.432 -2.777
H -2.253 3.740 1.164
H -2.381 4.380 3.506
H -0.793 3.468 5.160
H 0.886 1.796 4.439
H 0.998 1.113 2.066
H -4.746 1.987 -0.187
H -5.102 -0.587 0.457
H -3.016 -2.705 0.776
H -2.575 -2.777 -0.965
H 1.544 -3.071 -1.262
H 2.351 -5.353 -1.719
H 1.216 -7.302 -0.692
H -0.689 -6.941 0.838
H -1.500 -4.660 1.290
H 0.857 -3.395 2.477
H 1.083 -2.880 4.868
H -0.239 -1.037 5.878
H -1.794 0.270 4.464
H -2.041 -0.257 2.078
N 2.078 -0.393 0.520
C 2.993 0.196 -0.444
C 2.783 -0.368 -1.858
O 3.788 -0.548 -2.562
N 1.531 -0.654 -2.175
C 1.365 -1.319 -3.453
C 0.131 -2.236 -3.382
O 0.005 -3.179 -4.152
O -0.692 -1.931 -2.454
H 2.395 -0.213 1.467
H 2.044 -1.400 0.388
H 4.053 0.014 -0.203
H 2.830 1.278 -0.460
H 2.268 -1.885 -3.722
H 1.180 -0.591 -4.256
F -2.338 1.777 -4.527
B -1.025 1.386 -4.615
F -0.641 0.797 -3.353
F -0.835 0.475 -5.612
F -0.228 2.496 -4.821

Entry 2:
90
Properties=species:S:1:pos:R:3 method="wB97M-V/def2-TZVPD" max_force_ev_per_a=2.3 de_lowest_kj_mol=83.3 lumo_energy_ev="3.82 / 3.82" spin_multiplicity=1 charge=-2 mol_weight_g_mol=1267.47 orbital_gap_ev="6.2 / 6.2"
Mo 0.629 1.303 -1.425
C 1.961 4.700 1.220
C 2.270 3.356 1.796
N 2.593 3.242 3.057
C 2.882 2.012 3.559
C 2.887 0.868 2.811
C 3.286 -0.432 3.441
O 4.688 -0.727 3.270
C 2.547 0.957 1.441
C 2.730 -0.184 0.540
N 2.430 -0.179 -0.691
C 2.854 -1.236 -1.561
C 3.269 -2.498 -1.148
C 3.587 -3.468 -2.087
C 3.522 -3.176 -3.445
C 3.185 -1.895 -3.852
C 2.867 -0.926 -2.907
I 4.885 1.769 -2.116
C 2.196 2.211 0.922
O 1.873 2.393 -0.308
H 1.798 5.408 2.030
H 1.078 4.655 0.583
H 2.792 5.040 0.597
H 3.133 1.967 4.615
H 2.689 -1.250 3.040
H 3.116 -0.395 4.515
H 4.959 -0.364 2.420
H 3.247 -1.052 0.959
H 3.348 -2.743 -0.096
H 3.886 -4.455 -1.752
H 3.746 -3.940 -4.180
H 3.161 -1.632 -4.900
Te 2.424 1.069 -3.469
N -2.567 3.062 -1.829
C -3.299 1.771 -1.782
C -2.579 0.581 -2.410
O -3.256 -0.450 -2.394
O -1.386 0.734 -2.816
H -2.852 3.688 -1.073
H -2.658 3.488 -2.756
H -1.554 2.917 -1.697
H -4.253 1.872 -2.289
H -3.469 1.543 -0.734
F -1.557 4.212 2.106
B -1.856 3.929 0.768
F -1.140 2.772 0.342
F -1.539 5.006 -0.080
F -3.259 3.653 0.614
F -2.449 2.499 -4.668
Te -0.428 2.561 -4.439
F 1.207 0.041 -4.837
F -0.590 3.296 -6.215
F 1.265 3.508 -4.589
F -1.015 4.305 -3.962
O 0.107 2.738 -2.379
N -0.226 -0.043 -0.371
P -1.059 -0.995 0.504
C -0.139 -2.037 1.717
C 0.851 -2.854 1.174
C 1.545 -3.757 1.964
C 1.252 -3.861 3.320
C 0.264 -3.062 3.871
C -0.433 -2.155 3.073
C -1.777 -2.333 -0.474
C -2.675 -3.253 0.067
C -3.140 -4.305 -0.709
C -2.695 -4.445 -2.021
C -1.785 -3.542 -2.549
C -1.326 -2.482 -1.779
C -2.343 -0.223 1.499
C -1.955 0.613 2.548
C -2.911 1.256 3.316
C -4.259 1.087 3.027
C -4.651 0.291 1.961
C -3.694 -0.362 1.189
H 1.057 -2.785 0.111
H 2.313 -4.385 1.525
H 1.796 -4.563 3.942
H 0.029 -3.139 4.926
H -1.213 -1.550 3.514
H -3.006 -3.152 1.095
H -3.848 -5.013 -0.294
H -3.069 -5.258 -2.632
H -1.445 -3.642 -3.572
H -0.645 -1.748 -2.194
H -0.901 0.794 2.736
H -2.602 1.926 4.107
H -5.005 1.613 3.611
H -5.700 0.197 1.707
H -3.994 -0.957 0.334

Entry 3:
81
Properties=species:S:1:pos:R:3 method="wB97M-V/def2-TZVPD" max_force_ev_per_a=0.2 de_lowest_kj_mol=0.0 lumo_energy_ev=0.32 spin_multiplicity=1 mol_weight_g_mol=827.14 orbital_gap_ev=7.2
Ba -0.214 -0.671 -0.281
C -5.295 -0.632 -2.167
N -4.264 -1.487 -1.614
C -4.386 -2.193 -0.452
C -3.172 -2.780 -0.234
N -2.307 -2.436 -1.235
C -2.980 -1.639 -2.049
P -2.393 -0.920 -3.628
C -0.868 -1.879 -3.858
N 0.096 -2.092 -2.982
C 1.067 -2.775 -3.651
C 0.689 -2.979 -4.948
N -0.549 -2.417 -5.071
C -1.326 -2.354 -6.297
C -1.620 0.682 -3.216
N -0.362 0.867 -2.855
C -0.190 2.217 -2.761
C -1.354 2.855 -3.072
N -2.254 1.878 -3.382
C -3.662 2.116 -3.618
H -6.268 -1.045 -1.911
H -5.202 0.372 -1.753
H -5.203 -0.601 -3.251
H -5.304 -2.202 0.110
H -2.879 -3.429 0.575
H 1.978 -3.090 -3.167
H 1.172 -3.473 -5.773
H -0.949 -3.107 -6.984
H -2.373 -2.558 -6.089
H -1.240 -1.372 -6.762
H 0.748 2.645 -2.451
H -1.631 3.895 -3.064
H -3.777 3.042 -4.177
H -4.079 1.299 -4.205
H -4.184 2.197 -2.664
N -3.100 3.726 -0.070
C -2.187 2.700 0.112
S -2.839 1.100 -0.015
N -0.976 3.121 0.361
N 0.003 2.163 0.384
C 1.143 2.569 0.820
C 1.386 3.928 1.380
C 2.361 4.744 0.818
C 2.610 6.006 1.341
C 1.898 6.451 2.444
C 0.932 5.634 3.019
C 0.673 4.382 2.486
C 2.299 1.628 0.778
C 3.337 1.751 1.697
C 4.360 0.821 1.687
C 4.340 -0.192 0.743
C 3.279 -0.226 -0.144
N 2.285 0.656 -0.139
H -4.046 3.484 0.172
H -2.779 4.618 0.281
H 2.928 4.389 -0.035
H 3.364 6.638 0.890
H 2.096 7.431 2.858
H 0.377 5.976 3.883
H -0.088 3.746 2.919
H 3.315 2.543 2.433
H 5.156 0.877 2.418
H 5.111 -0.949 0.706
H 3.213 -1.014 -0.889
S 2.716 -2.043 3.922
C 2.019 -0.550 4.370
C 1.112 -0.118 3.448
C 0.918 -0.972 2.306
C 1.747 -2.058 2.450
C 1.848 -3.202 1.543
C 2.632 -4.329 1.835
C 2.641 -5.404 0.973
C 1.865 -5.360 -0.180
C 1.138 -4.208 -0.412
N 1.133 -3.152 0.403
H 2.315 -0.072 5.292
H 0.580 0.818 3.588
H 3.213 -4.355 2.747
H 3.239 -6.278 1.203
H 1.822 -6.187 -0.874
H 0.517 -4.115 -1.297